(1)
{"formula": "C28H49O13PS5", "method": "wB97M-V/def2-TZVPD", "homo_ev": -7.68, "gap_ev": 7.3, "lumo_energy_ev": -0.364, "fmax_ev_per_a": 1.338, "smiles": "CP(C)C1=CC(=O)C=C(O)C1=O.O=S1(=O)CCCC1.O=S1(=O)CCCC1.O=S1(=O)CCCC1.O=S1(=O)CCCC1.O=S1(=O)CCCC1", "energy_ha": -4406.614305, "elements": ["C", "P", "C", "C", "C", "C", "O", "C", "C", "O", "C", "O", "H", "H", "H", "H", "H", "H", "H", "H", "H", "O", "S", "O", "C", "C", "C", "C", "H", "H", "H", "H", "H", "H", "H", "H", "O", "S", "O", "C", "C", "C", "C", "H", "H", "H", "H", "H", "H", "H", "H", "O", "S", "O", "C", "C", "C", "C", "H", "H", "H", "H", "H", "H", "H", "H", "O", "S", "O", "C", "C", "C", "C", "H", "H", "H", "H", "H", "H", "H", "H", "O", "S", "O", "C", "C", "C", "C", "H", "H", "H", "H", "H", "H", "H", "H"], "xyz": [[0.801, 1.312, -2.480], [-0.291, 0.460, -1.273], [-1.608, 1.698, -0.903], [0.835, 0.436, 0.181], [1.203, 1.509, 0.880], [2.144, 1.310, 2.026], [2.071, 1.953, 3.049], [3.172, 0.258, 1.809], [2.831, -0.827, 1.123], [3.656, -1.863, 0.853], [1.399, -0.889, 0.617], [0.771, -1.922, 0.585], [1.723, 0.738, -2.503], [0.345, 1.346, -3.464], [1.027, 2.315, -2.106], [-1.685, 1.948, 0.156], [-2.532, 1.250, -1.253], [-1.427, 2.623, -1.455], [0.826, 2.500, 0.655], [4.180, 0.373, 2.189], [3.859, -1.853, -0.106], [1.857, -1.621, -2.549], [2.867, -2.641, -2.567], [4.050, -2.498, -1.738], [2.108, -4.227, -2.266], [1.734, -4.726, -3.659], [2.937, -4.406, -4.560], [3.356, -2.960, -4.266], [1.261, -4.090, -1.597], [2.856, -4.868, -1.798], [1.507, -5.790, -3.650], [0.851, -4.194, -4.018], [3.759, -5.084, -4.323], [2.699, -4.536, -5.614], [4.429, -2.808, -4.357], [2.825, -2.242, -4.891], [-2.867, 0.024, 5.535], [-1.892, -0.613, 6.376], [-2.232, -1.049, 7.710], [-1.162, -1.970, 5.457], [0.018, -1.335, 4.730], [0.698, -0.419, 5.756], [-0.403, 0.396, 6.440], [-1.915, -2.392, 4.795], [-0.832, -2.719, 6.177], [0.703, -2.090, 4.345], [-0.341, -0.743, 3.884], [1.227, -1.032, 6.490], [1.431, 0.236, 5.286], [-0.180, 0.615, 7.481], [-0.612, 1.318, 5.901], [2.065, 0.831, -5.262], [3.117, 1.815, -5.314], [3.081, 3.001, -4.501], [4.682, 0.974, -5.078], [5.103, 0.560, -6.484], [4.802, 1.765, -7.386], [3.391, 2.257, -7.038], [4.539, 0.138, -4.396], [5.378, 1.694, -4.648], [6.155, 0.281, -6.518], [4.515, -0.302, -6.810], [5.527, 2.556, -7.190], [4.876, 1.507, -8.441], [3.288, 3.334, -7.140], [2.628, 1.754, -7.629], [-2.893, 3.915, 2.986], [-2.970, 3.579, 4.386], [-2.411, 2.353, 4.888], [-2.360, 4.970, 5.341], [-3.593, 5.835, 5.577], [-4.725, 4.862, 5.938], [-4.682, 3.713, 4.923], [-1.571, 5.466, 4.782], [-1.967, 4.575, 6.278], [-3.421, 6.566, 6.366], [-3.846, 6.378, 4.664], [-4.563, 4.472, 6.944], [-5.697, 5.353, 5.930], [-4.981, 2.761, 5.354], [-5.284, 3.928, 4.042], [-4.151, -0.209, -2.105], [-4.944, -1.331, -1.676], [-6.382, -1.300, -1.748], [-4.324, -2.798, -2.493], [-3.230, -3.311, -1.559], [-3.795, -3.187, -0.138], [-4.420, -1.793, -0.016], [-3.965, -2.529, -3.483], [-5.151, -3.504, -2.571], [-2.956, -4.338, -1.798], [-2.336, -2.690, -1.656], [-4.561, -3.951, 0.020], [-3.024, -3.335, 0.616], [-5.288, -1.776, 0.637], [-3.693, -1.053, 0.314]]}

(2)
{"formula": "C28H50BaCl8F6NO14S2", "method": "wB97M-V/def2-TZVPD", "homo_ev": -10.80, "gap_ev": 6.7, "lumo_energy_ev": -4.123, "fmax_ev_per_a": 2.608, "total_charge": 1, "energy_ha": -7307.306719, "elements": ["Ba", "C", "F", "F", "F", "S", "O", "O", "N", "S", "O", "O", "C", "F", "F", "F", "Cl", "C", "C", "Cl", "H", "H", "H", "H", "Cl", "C", "C", "Cl", "H", "H", "H", "H", "Cl", "C", "C", "Cl", "H", "H", "H", "H", "Cl", "C", "C", "Cl", "H", "H", "H", "H", "C", "O", "C", "C", "O", "C", "H", "H", "H", "H", "H", "H", "H", "H", "H", "H", "C", "O", "C", "C", "O", "C", "H", "H", "H", "H", "H", "H", "H", "H", "H", "H", "C", "O", "C", "C", "O", "C", "H", "H", "H", "H", "H", "H", "H", "H", "H", "H", "C", "C", "C", "O", "C", "C", "C", "O", "O", "O", "H", "H", "H", "H"], "xyz": [[-13.341, -4.441, -2.169], [-13.077, -3.521, 2.333], [-12.466, -3.236, 3.463], [-13.797, -4.611, 2.439], [-13.777, -2.443, 2.015], [-11.801, -3.744, 0.914], [-10.452, -3.483, 1.281], [-11.998, -5.091, 0.403], [-12.447, -2.783, -0.341], [-11.721, -1.379, -0.188], [-11.478, -1.006, 1.180], [-10.572, -1.225, -1.033], [-12.966, -0.256, -0.969], [-12.482, 0.971, -0.778], [-13.003, -0.436, -2.296], [-14.171, -0.374, -0.451], [-16.119, -3.200, 4.156], [-16.264, -1.454, 4.515], [-15.141, -0.963, 5.402], [-15.138, -1.542, 7.077], [-17.245, -1.199, 4.897], [-16.061, -0.984, 3.552], [-15.146, 0.125, 5.364], [-14.182, -1.277, 4.992], [-14.285, 1.772, 1.810], [-12.616, 2.258, 2.262], [-12.030, 1.380, 3.351], [-12.806, 1.733, 4.899], [-12.723, 3.238, 2.725], [-12.057, 2.327, 1.337], [-10.958, 1.528, 3.459], [-12.212, 0.325, 3.154], [-9.521, -0.528, 5.558], [-10.737, -1.793, 5.816], [-11.178, -1.836, 7.277], [-12.120, -0.376, 7.655], [-10.269, -2.741, 5.556], [-11.582, -1.583, 5.168], [-10.296, -1.877, 7.907], [-11.815, -2.710, 7.398], [-10.436, -5.759, 3.385], [-11.311, -7.233, 2.912], [-10.947, -8.399, 3.845], [-9.211, -8.761, 3.851], [-11.061, -7.458, 1.881], [-12.381, -7.091, 3.066], [-11.425, -9.260, 3.375], [-11.272, -8.198, 4.857], [-6.871, -2.480, 2.790], [-7.056, -1.125, 2.745], [-8.247, -0.750, 2.088], [-8.321, 0.738, 1.840], [-7.306, 1.134, 0.950], [-6.425, 2.093, 1.481], [-5.807, -2.728, 2.729], [-7.310, -3.026, 1.942], [-7.228, -3.029, 3.673], [-9.052, -1.087, 2.753], [-8.377, -1.235, 1.113], [-8.294, 1.275, 2.799], [-9.332, 0.919, 1.450], [-5.788, 1.667, 2.277], [-6.978, 2.948, 1.866], [-5.637, 2.311, 0.758], [-15.743, -1.887, -3.138], [-15.725, -3.051, -2.344], [-16.501, -2.940, -1.152], [-16.608, -4.323, -0.493], [-15.277, -4.783, -0.243], [-15.348, -5.992, 0.561], [-15.013, -1.892, -3.951], [-15.519, -0.978, -2.572], [-16.720, -1.730, -3.608], [-17.496, -2.571, -1.432], [-16.017, -2.213, -0.489], [-17.158, -4.899, -1.247], [-17.194, -4.237, 0.419], [-14.298, -6.227, 0.744], [-15.772, -6.784, -0.053], [-15.825, -5.828, 1.521], [-16.560, 1.400, -1.086], [-17.152, 0.512, -0.166], [-18.423, 0.100, -0.580], [-18.815, -1.094, 0.276], [-19.693, -1.954, -0.405], [-19.874, -3.186, 0.201], [-16.492, 0.986, -2.099], [-15.664, 1.912, -0.749], [-17.252, 2.261, -1.178], [-18.404, -0.155, -1.645], [-19.152, 0.887, -0.368], [-19.345, -0.752, 1.176], [-17.885, -1.562, 0.637], [-19.027, -3.878, 0.018], [-20.676, -3.732, -0.297], [-20.019, -3.181, 1.284], [-8.464, -4.153, -1.502], [-7.140, -4.273, -1.677], [-6.470, -4.317, -3.022], [-5.280, -4.433, -3.100], [-7.340, -4.184, -4.173], [-8.649, -4.036, -3.981], [-9.336, -4.005, -2.649], [-10.559, -3.923, -2.572], [-9.470, -4.179, -5.053], [-6.363, -4.449, -0.636], [-8.936, -4.132, -0.528], [-6.930, -4.355, -5.158], [-10.364, -4.320, -4.711], [-5.421, -4.467, -0.899]]}

Q: Which formula does entry 1 have?
A: C28H49O13PS5